1.
{
  "formula": "C26H73N5O11",
  "method": "ωB97M-V with the def2-TZVPD basis set",
  "symbols": ["C", "C", "C", "O", "C", "N", "H", "H", "H", "H", "H", "H", "H", "H", "H", "H", "H", "C", "C", "C", "O", "C", "N", "H", "H", "H", "H", "H", "H", "H", "H", "H", "H", "H", "C", "C", "C", "O", "C", "N", "H", "H", "H", "H", "H", "H", "H", "H", "H", "H", "H", "C", "C", "C", "O", "C", "N", "H", "H", "H", "H", "H", "H", "H", "H", "H", "H", "H", "C", "C", "C", "O", "C", "N", "H", "H", "H", "H", "H", "H", "H", "H", "H", "H", "H", "C", "C", "O", "O", "H", "H", "H", "H", "H", "H", "C", "C", "O", "O", "H", "H", "H", "H", "H", "H", "C", "C", "O", "O", "H", "H", "H", "H", "H", "H"],
  "xyz": [[-1.1286, 4.7416, -0.5454], [-2.5560, 5.1350, -0.9324], [-3.3245, 3.9904, -1.5744], [-2.7962, 3.6573, -2.7998], [-3.1963, 2.3983, -3.2861], [-3.3235, 5.6135, 0.2300], [-0.6859, 4.2842, -1.4391], [-1.0374, 4.0968, 0.3106], [-0.4788, 5.6221, -0.4460], [-2.5697, 5.9205, -1.6885], [-4.3702, 4.2720, -1.6541], [-3.3778, 3.0723, -0.9840], [-2.3169, 1.9131, -3.7120], [-4.0601, 2.5101, -3.9562], [-3.4754, 1.7487, -2.4553], [-4.1149, 6.1462, -0.1231], [-2.8065, 6.2771, 0.8399], [-3.3304, -0.8022, 4.7042], [-4.1935, 0.3704, 5.2519], [-5.2256, 0.7979, 4.1611], [-4.4815, 1.1919, 3.0866], [-5.2310, 1.9873, 2.1880], [-4.9732, -0.0032, 6.4849], [-2.4065, -0.7769, 5.3217], [-2.9992, -0.6088, 3.6745], [-4.0236, -1.7239, 4.7184], [-3.6368, 1.2710, 5.3954], [-5.8194, 1.5895, 4.5833], [-5.7721, -0.0666, 3.9149], [-6.1348, 1.5052, 1.7992], [-4.5229, 2.2688, 1.3706], [-5.6417, 2.9270, 2.6585], [-4.9922, 0.8353, 7.0414], [-4.4829, -0.7067, 7.0548], [4.7222, 4.1466, 2.5766], [3.9684, 4.0807, 1.2471], [2.4820, 4.1407, 1.4485], [2.1419, 3.0105, 2.2255], [0.7295, 2.9630, 2.4454], [4.4467, 5.1073, 0.2476], [4.6098, 5.2110, 2.8820], [5.7905, 4.0185, 2.3797], [4.4186, 3.3413, 3.2659], [4.0848, 3.0482, 0.9160], [2.0187, 4.0515, 0.4639], [2.1759, 5.0798, 1.9482], [0.4362, 3.7391, 3.0928], [0.5222, 1.9653, 2.8943], [0.1635, 2.9993, 1.5197], [4.1359, 6.0636, 0.4351], [5.4536, 5.0226, 0.1172], [3.4794, -6.0767, 1.1214], [3.3289, -4.8849, 0.2217], [4.0316, -5.0467, -1.1876], [3.6231, -3.8925, -1.9105], [3.6217, -4.1191, -3.3382], [1.9070, -4.6153, 0.0342], [3.0538, -5.9732, 2.1136], [4.5117, -6.5182, 1.2419], [2.9894, -6.8955, 0.5479], [3.8084, -3.9815, 0.6319], [3.7526, -6.0626, -1.6267], [5.1232, -5.0876, -1.1730], [3.5424, -3.1421, -3.7464], [2.7853, -4.7561, -3.6503], [4.5570, -4.5165, -3.6902], [1.3828, -5.4828, -0.1049], [1.7092, -4.0489, -0.7748], [1.9078, -0.0471, 0.8880], [1.1165, -0.6440, -0.3077], [-0.2108, -0.0073, -0.5223], [-0.9623, 0.0224, 0.7164], [-2.3944, 0.2173, 0.4372], [1.8510, -0.5697, -1.5565], [2.9349, -0.4963, 0.9769], [1.3292, -0.2895, 1.8203], [1.9886, 1.0736, 0.8892], [0.8258, -1.6743, -0.0669], [-0.7398, -0.4939, -1.3184], [-0.1151, 1.0224, -0.8965], [-2.8321, -0.7249, 0.1453], [-2.5467, 1.0266, -0.2911], [-2.8572, 0.5584, 1.3363], [2.7088, -1.0920, -1.4964], [1.9907, 0.4065, -1.8466], [2.7778, 0.0833, -5.9030], [1.5908, 0.9674, -5.4944], [0.8270, 1.2377, -6.6515], [3.6131, -0.1955, -4.7919], [3.2941, 0.5503, -6.7551], [2.4118, -0.8920, -6.2772], [1.8446, 1.9001, -5.1308], [0.9282, 0.2953, -4.7387], [0.4232, 0.3917, -6.9130], [3.9207, 0.6281, -4.3660], [-1.3054, -3.2209, 2.7968], [-0.1778, -4.2234, 2.8727], [1.0692, -3.6899, 2.5406], [-1.3513, -2.7098, 1.4410], [-1.1106, -2.4138, 3.5634], [-2.3274, -3.5577, 3.0115], [-0.4816, -5.0479, 2.2410], [-0.1391, -4.7451, 3.7965], [1.3433, -3.9399, 1.6180], [-0.9733, -1.8104, 1.4109], [-0.3014, -2.7757, -3.7032], [-1.0814, -3.5662, -2.6036], [-1.4619, -4.8286, -3.1129], [-0.2143, -1.4550, -3.4006], [-1.0199, -2.8813, -4.5458], [0.6117, -3.2948, -4.0068], [-2.0330, -3.0565, -2.4388], [-0.5109, -3.5736, -1.6421], [-0.8046, -5.4474, -2.8441], [0.6222, -1.3609, -2.8891]],
  "forces_ev_per_angstrom": [[0.3, 0.9, -1.7], [0.0, 0.0, 0.6], [-0.7, -0.4, 0.9], [0.9, 0.2, -1.0], [0.1, -0.1, 0.3], [0.0, 0.5, 0.5], [-0.1, -0.4, 0.3], [-0.2, -0.2, 0.3], [-0.3, 0.0, 0.5], [0.6, 0.1, -0.3], [-0.5, 0.4, -0.2], [0.4, 0.1, 0.7], [-0.3, 0.2, -0.6], [0.4, -0.3, -0.1], [-0.3, -0.1, 0.1], [0.0, -0.1, 0.2], [-0.2, -0.8, -0.8], [-0.9, 0.5, 0.7], [-1.6, -1.1, -0.8], [1.6, -0.8, 2.3], [0.1, 1.3, -1.7], [0.3, 1.2, -0.4], [1.1, -0.2, -0.6], [-0.6, -1.0, -0.2], [-0.3, 0.0, 0.3], [1.6, 1.1, 0.2], [0.9, 0.4, 0.4], [-0.6, 0.4, 0.0], [-1.4, -1.1, -0.2], [0.3, -0.5, -0.1], [-0.8, -0.1, 0.5], [0.7, -0.7, -0.1], [-0.3, 0.1, 0.4], [-0.2, 0.4, -0.5], [0.3, 0.8, -0.6], [0.8, 0.4, 0.0], [0.0, 0.2, 0.0], [-0.8, 0.3, 0.0], [0.9, -2.2, -0.2], [-0.7, -1.5, 0.5], [0.0, -0.8, 0.7], [0.0, -0.1, 0.0], [-0.1, 0.8, 0.0], [0.5, 0.1, -0.9], [-0.3, 0.3, -0.1], [-0.1, -0.2, -0.1], [-0.5, 1.1, 0.9], [0.1, 0.8, -0.1], [0.0, 0.1, -0.3], [0.4, -0.6, 0.2], [-0.4, 0.4, 0.2], [1.0, -1.9, -0.7], [1.3, 0.8, -1.2], [-0.7, -0.8, 0.8], [0.1, -1.2, -1.1], [-0.3, 0.2, 1.2], [-0.5, -0.6, 0.3], [-0.3, 0.2, -0.1], [-0.7, 1.1, -0.2], [-0.2, 0.2, 0.7], [-0.3, -0.2, 0.2], [-0.3, 1.3, 0.0], [0.1, 0.2, 0.5], [-0.4, 0.8, -0.6], [0.1, 0.0, 0.1], [0.5, -0.5, 0.0], [0.3, 0.2, 0.2], [0.3, 0.4, -0.2], [-0.5, -0.1, 0.8], [0.7, 0.3, 1.1], [-0.8, 1.5, 0.7], [-0.9, 0.1, -1.1], [1.5, 0.3, 0.1], [-0.6, -0.1, -0.7], [-1.0, 0.4, -0.1], [0.7, 0.1, -0.7], [0.0, -1.0, -0.4], [0.7, -0.2, -0.1], [-0.5, -0.7, -0.2], [0.2, 0.3, 0.2], [-0.2, -0.2, -0.4], [0.2, -0.4, -0.2], [-0.2, 0.0, 0.8], [0.4, 0.2, -0.1], [0.2, -0.7, 0.3], [-0.2, 0.4, 0.2], [-2.0, -4.3, 0.0], [-0.6, -0.5, -0.5], [0.5, 0.2, 0.3], [0.2, 0.0, 0.3], [0.1, 0.4, 0.3], [0.8, 1.8, 1.2], [1.5, 1.9, -1.2], [0.1, 0.6, 0.0], [-0.3, -0.5, -0.5], [0.3, 1.8, 0.0], [-0.7, -0.7, -0.9], [0.4, 0.2, -0.1], [0.1, 0.3, 0.7], [-0.1, -0.4, -0.9], [0.4, -0.6, 0.1], [0.2, -0.3, -1.0], [0.2, 0.1, 1.5], [-0.5, 0.1, 0.5], [-0.2, -0.3, 0.1], [-2.8, -2.3, -0.6], [0.5, 0.9, -0.2], [-0.2, 0.2, 0.1], [1.4, 1.3, 0.5], [0.6, 0.1, 0.0], [0.3, 0.2, 0.2], [0.3, 0.3, 0.2], [-0.5, -0.3, -0.5], [0.6, -0.9, 0.1], [-0.3, 0.7, 0.1]],
  "lowdin_charge": [-0.05, -0.42, -0.25, -0.18, -0.09, 0.02, 0.08, 0.05, 0.08, 0.13, 0.12, 0.10, 0.09, 0.10, 0.07, 0.07, 0.08, -0.06, -0.40, -0.25, -0.21, -0.10, 0.03, 0.08, 0.06, 0.11, 0.12, 0.12, 0.11, 0.09, 0.08, 0.10, 0.05, 0.07, -0.07, -0.44, -0.24, -0.21, -0.08, 0.04, 0.09, 0.07, 0.08, 0.13, 0.12, 0.14, 0.07, 0.10, 0.06, 0.07, 0.06, -0.07, -0.42, -0.20, -0.22, -0.07, 0.05, 0.08, 0.10, 0.08, 0.14, 0.14, 0.12, 0.07, 0.09, 0.08, 0.10, 0.06, -0.03, -0.43, -0.20, -0.21, -0.03, 0.06, 0.09, 0.08, 0.07, 0.13, 0.10, 0.13, 0.09, 0.07, 0.05, 0.08, 0.10, -0.26, -0.25, -0.08, -0.09, 0.12, 0.12, 0.09, 0.15, 0.09, 0.10, -0.22, -0.29, -0.09, -0.10, 0.12, 0.11, 0.11, 0.10, 0.03, 0.04, -0.29, -0.24, -0.05, -0.09, 0.12, 0.11, 0.12, 0.11, 0.06, 0.05],
  "e_above_lowest_ev": 1.984,
  "molar_mass_g_mol": 631.89,
  "largest_force_ha_per_bohr": 0.093,
  "multiplicity": 1,
  "smiles": "COC[C@H](C)N.COC[C@H](C)N.COC[C@H](C)N.COC[C@H](C)N.COC[C@H](C)N.OCCO.OCCO.OCCO"
}

***

2.
{
  "formula": "CH9O4",
  "method": "ωB97M-V with the def2-TZVPD basis set",
  "symbols": ["C", "O", "H", "H", "H", "H", "H", "O", "H", "H", "O", "H", "H", "O"],
  "xyz": [[1.7289, 0.6049, -0.3047], [0.5616, 0.5595, -0.9866], [1.7072, -0.1460, 0.5363], [2.5659, 0.1271, -0.8743], [1.9625, 1.6290, 0.0864], [-1.5642, 0.0285, 1.4891], [-0.5858, -1.1370, 1.5601], [-1.2406, -0.6661, 2.0919], [0.3735, -2.1300, -0.6371], [-0.3456, -1.0246, -1.4398], [-0.4905, -1.8618, -0.9116], [-0.9027, 0.9441, -0.3134], [-2.0312, 1.8448, -0.4932], [-1.7390, 1.2276, 0.1970]],
  "forces_ev_per_angstrom": [[-0.3, -1.3, 0.3], [-1.0, 0.6, -0.9], [0.0, 0.7, 0.5], [0.3, 0.9, -0.2], [0.4, -0.6, -0.1], [0.1, -0.2, 0.1], [-0.3, 0.2, -0.1], [0.1, -0.1, 0.2], [0.8, 0.1, 0.1], [0.5, -0.5, 1.3], [-1.2, 0.1, -1.0], [0.8, -0.4, 0.7], [-0.5, -0.1, 0.6], [0.2, 0.6, -1.5]],
  "lowdin_charge": [-0.39, -0.43, 0.04, 0.04, 0.06, -0.02, 0.00, -0.10, -0.01, 0.03, -0.11, 0.00, 0.03, -0.14],
  "e_above_lowest_ev": 0.743,
  "charge": -1,
  "molar_mass_g_mol": 85.08,
  "largest_force_ha_per_bohr": 0.032,
  "multiplicity": 1
}

***

3.
{
  "formula": "C3H7S",
  "method": "ωB97M-V with the def2-TZVPD basis set",
  "symbols": ["C", "C", "H", "H", "H", "H", "C", "S", "H", "H", "H"],
  "xyz": [[2.4585, -0.4475, 0.1241], [2.3057, 0.8661, 0.1101], [1.6345, -1.1015, -0.1306], [3.3820, -0.8888, 0.4797], [1.3768, 1.3427, -0.1773], [3.1339, 1.5137, 0.3699], [-2.9964, -0.2761, -0.1455], [-1.1774, -0.0122, -0.2344], [-3.2376, -0.9640, 0.6621], [-3.4979, 0.6783, 0.0109], [-3.3822, -0.7107, -1.0691]],
  "forces_ev_per_angstrom": [[-0.2, 0.0, 0.2], [0.2, 0.1, -0.2], [-0.1, 0.0, 0.0], [0.1, -0.1, -0.1], [-0.1, -0.1, 0.0], [0.1, 0.1, 0.1], [0.5, 0.1, -0.2], [-0.1, -0.1, 0.0], [-0.2, 0.0, 0.2], [-0.2, 0.0, 0.1], [0.0, 0.0, -0.1]],
  "lowdin_charge": [-0.11, -0.11, 0.00, 0.03, -0.01, 0.03, -0.75, 0.01, -0.03, -0.03, -0.03],
  "e_above_lowest_ev": 1.096,
  "charge": -1,
  "molar_mass_g_mol": 75.16,
  "largest_force_ha_per_bohr": 0.011,
  "multiplicity": 1
}

***

4.
{
  "formula": "C3H7Cl2ISi",
  "method": "ωB97M-V with the def2-TZVPD basis set",
  "symbols": ["C", "C", "C", "Si", "Cl", "Cl", "I", "H", "H", "H", "H", "H", "H", "H"],
  "xyz": [[-2.2025, 0.3255, -0.8891], [0.6066, -0.7944, -0.3733], [2.4434, 1.0444, 0.7367], [-1.1939, -0.8258, 0.2969], [-1.8708, -2.6630, 0.6656], [-1.2225, 0.0891, 2.1416], [4.1232, -0.2625, 0.9724], [-3.1027, -0.1751, -1.3529], [-2.7728, 1.1604, -0.5277], [-1.5903, 0.8094, -1.5431], [1.1152, -1.8219, -0.5098], [0.8920, -0.0662, -1.1869], [2.7200, 1.7531, -0.0671], [2.0552, 1.4269, 1.6365]],
  "forces_ev_per_angstrom": [[-2.8, -2.4, 1.7], [-0.1, -1.1, -1.0], [1.8, -0.8, -1.5], [1.2, 2.9, -1.0], [-0.4, -1.0, -0.2], [0.1, 0.1, 0.2], [-0.9, 0.6, 0.0], [1.4, -0.1, -0.2], [0.1, 0.5, 1.5], [1.9, 0.6, -2.4], [-0.5, 1.9, 0.5], [-0.5, -0.9, 1.0], [-0.7, -0.5, 0.5], [-0.6, 0.2, 0.9]],
  "lowdin_charge": [-0.22, -0.16, -0.52, -0.33, 0.35, 0.27, 0.63, 0.05, 0.02, -0.03, 0.03, 0.01, -0.03, -0.06],
  "e_above_lowest_ev": 0.872,
  "molar_mass_g_mol": 268.98,
  "largest_force_ha_per_bohr": 0.079,
  "multiplicity": 1
}